Formula: C23H51ClO4
Source: the Open Molecules 2025 dataset
Level of theory: wB97M-V/def2-TZVPD

Positions of all 79 atoms, in Å:
1 C 7.074 1.861 -1.724
2 H 2.678 2.189 -1.006
3 H -1.353 -1.586 5.094
4 H -3.600 -1.179 0.495
5 C 8.249 1.037 -2.256
6 H -7.119 -3.294 0.169
7 C -2.553 -1.238 0.814
8 C 8.379 3.405 0.676
9 H -6.215 -6.918 -0.760
10 H 0.557 -1.567 3.491
11 H -8.230 -2.123 -1.708
12 C 2.951 2.736 -0.005
13 H -2.351 -2.441 3.901
14 H -7.609 -3.677 -2.273
15 C -0.427 3.577 -0.444
16 C -5.318 -5.026 -1.231
17 C -5.571 -6.054 1.087
18 H -3.100 -0.552 2.777
19 H -4.627 -3.519 0.156
20 C -1.665 -0.894 -0.370
21 H -4.557 -6.466 1.048
22 H 9.122 1.148 -1.605
23 C 8.515 3.798 -0.786
24 C 8.628 1.387 -3.687
25 C -6.511 -2.814 -0.604
26 H 7.972 -0.024 -2.219
27 C -0.468 -1.679 3.118
28 C 7.317 3.373 -1.641
29 H -0.415 -2.388 2.286
30 H 7.479 3.848 1.115
31 H 9.447 0.744 -4.026
32 H -1.872 -1.572 -1.204
33 Cl -5.849 1.973 0.428
34 H -5.747 -5.062 -2.239
35 C -1.325 -2.260 4.233
36 H -0.234 0.080 1.906
37 O 1.988 3.818 0.349
38 H -7.183 -5.549 -0.247
39 H -1.852 0.129 -0.712
40 H -5.533 -5.091 1.604
41 H -1.744 4.287 1.356
42 H -4.577 -3.032 -1.524
43 H 9.442 3.382 -1.194
44 C 0.698 3.162 0.716
45 C -7.315 -2.697 -1.889
46 H -6.289 -1.806 -0.238
47 H -4.310 -5.451 -1.318
48 H -1.487 5.564 -0.005
49 H -6.739 -2.179 -2.662
50 O -2.994 4.134 -0.491
51 H 8.615 4.887 -0.847
52 H -0.948 0.390 3.474
53 H 3.994 3.271 -0.136
54 H -2.588 0.725 1.696
55 O -4.370 2.546 1.089
56 C -2.359 -0.300 2.009
57 H 8.327 2.320 0.801
58 C -6.155 -5.919 -0.311
59 H -2.383 -2.278 1.112
60 H 3.049 1.955 0.893
61 C -3.557 2.830 -0.107
62 H 8.962 2.424 -3.774
63 H 7.446 3.777 -2.652
64 H 6.799 1.482 -0.733
65 C -0.957 -0.312 2.631
66 O -3.359 1.784 -0.955
67 H 0.394 3.565 1.792
68 H 6.412 3.847 -1.242
69 H 7.780 1.238 -4.362
70 H -0.604 -0.987 -0.122
71 H -0.701 2.622 -1.062
72 H 6.199 1.688 -2.364
73 C -5.188 -3.565 -0.786
74 H 0.158 4.296 -1.196
75 H 0.835 1.998 0.731
76 H -6.188 -6.729 1.689
77 H -0.910 -3.217 4.566
78 H 9.244 3.763 1.243
79 C -1.704 4.403 0.169

Values from the calculation:
Calculated total energy ... -45384.7500 eV
HOMO-LUMO gap ... 0.325 Eh
HOMO level ... -10.01 eV
LUMO energy ... -1.2 eV
SMILES string ... COCCCOC(=O)OCl.CCCCCC.CCCCCC.CCCCCC



Formula: C25H41Cl3LaN3O3SSi
Source: the Open Molecules 2025 dataset
Level of theory: wB97M-V/def2-TZVPD

Positions of all 78 atoms, in Å:
1 H -3.731 -0.366 -1.967
2 H -4.770 1.423 1.742
3 O -1.145 2.978 -0.566
4 H 2.363 -4.354 3.412
5 C -1.013 4.420 -0.063
6 H 3.884 2.757 2.414
7 Si -1.655 0.792 -2.789
8 H 4.245 -5.689 2.431
9 H 0.431 0.270 -4.102
10 N -2.970 0.736 2.514
11 Cl 1.885 -0.822 -1.380
12 H -0.579 5.172 -2.062
13 H 0.755 3.621 -1.129
14 Cl -0.945 0.391 -0.621
15 H 0.026 1.669 4.003
16 H -2.626 1.244 4.514
17 C 2.043 2.105 3.335
18 H -1.056 4.170 2.057
19 C 1.590 -4.308 -1.774
20 H -0.902 1.807 1.683
21 O 0.957 -4.115 -0.693
22 C -3.298 -0.110 -2.937
23 S 1.253 -1.834 2.575
24 C -2.099 -0.285 2.573
25 H 2.780 3.432 0.266
26 C -1.231 5.399 -1.204
27 C 4.192 -3.063 0.288
28 C 0.840 2.803 0.911
29 C -3.051 1.698 3.615
30 H -2.543 5.814 2.646
31 N 1.870 -5.519 -2.240
32 N 3.262 -2.302 0.926
33 C 2.816 2.612 2.284
34 H 5.372 -4.834 0.341
35 H 0.666 -7.257 -2.140
36 H -1.003 -0.647 -4.666
37 H 2.959 -1.421 0.475
38 O -1.901 -1.123 1.656
39 H -2.273 5.337 -1.524
40 C -3.857 0.947 1.373
41 C 2.931 -3.997 2.560
42 C 3.954 -4.738 1.990
43 H 1.932 -3.454 -2.397
44 C 0.673 1.946 3.165
45 H 2.498 1.855 4.292
46 C 0.154 3.400 -0.246
47 H -1.660 2.712 -4.302
48 C 2.522 -5.667 -3.541
49 H 1.806 -6.049 -4.283
50 C 1.448 -6.749 -1.558
51 C 0.117 2.130 1.904
52 C -0.456 -0.285 -3.778
53 H -2.581 3.036 -2.811
54 H -1.529 -0.345 3.517
55 C 4.584 -4.268 0.828
56 H -0.789 3.090 -2.800
57 C -2.441 5.759 1.556
58 C 2.550 -2.762 2.011
59 H 3.340 -6.393 -3.457
60 C -1.666 2.580 -3.211
61 La -0.278 -2.037 0.004
62 H -4.023 0.492 -3.499
63 H -0.091 -1.171 -3.238
64 H -3.153 -1.059 -3.472
65 H -2.480 2.610 3.388
66 C -1.492 4.689 1.220
67 H -4.093 1.970 3.794
68 H 2.299 -7.437 -1.513
69 H -3.401 1.622 0.632
70 H -2.107 6.740 1.211
71 H 2.904 -4.692 -3.864
72 H -1.029 6.445 -0.894
73 H 4.577 -2.637 -0.637
74 Cl -2.313 -2.964 -1.345
75 H -3.460 5.628 1.171
76 H 1.084 -6.527 -0.548
77 C 2.222 2.979 1.084
78 H -4.093 -0.002 0.890

Values from the calculation:
Calculated total energy ... -94346.2644 eV
HOMO-LUMO gap ... 0.101 Eh
HOMO level ... -3.51 eV
LUMO energy ... -0.8 eV



Formula: C5H11NO
Source: the Open Molecules 2025 dataset
Level of theory: wB97M-V/def2-TZVPD

Positions of all 18 atoms, in Å:
1 H -0.222 1.837 1.669
2 H -0.847 -2.631 1.291
3 C -1.765 0.909 -1.206
4 H -2.088 1.609 -0.436
5 C -1.888 -0.404 -1.045
6 H -2.311 -0.833 -0.138
7 H 1.480 2.146 2.014
8 H 1.157 1.295 -0.405
9 H -0.286 -2.145 1.214
10 N 1.434 -0.557 0.456
11 H 0.724 0.638 2.602
12 H -1.343 1.339 -2.112
13 C 1.821 -1.063 -0.798
14 C 0.757 1.356 1.780
15 C 1.141 0.681 0.505
16 O 2.566 -0.511 -1.573
17 H 1.402 -2.067 -0.989
18 H -1.575 -1.106 -1.815

Values from the calculation:
Calculated total energy ... -8898.5337 eV
HOMO-LUMO gap ... 0.385 Eh
HOMO level ... -9.96 eV
LUMO energy ... 0.5 eV
SMILES string ... C/C=N/C=O.[H][H].C=C



Formula: C3H9NO
Source: the Open Molecules 2025 dataset
Level of theory: wB97M-V/def2-TZVPD

Positions of all 14 atoms, in Å:
1 H -0.617 4.750 1.161
2 C 0.028 -5.034 -1.757
3 O -0.807 3.929 0.695
4 H -0.750 -4.524 -2.324
5 H 0.348 3.002 2.177
6 H 0.390 -3.511 -0.238
7 C 0.225 3.015 1.088
8 H 1.731 -4.749 -0.493
9 C 0.743 -4.398 -0.747
10 H -0.964 1.514 0.924
11 H 0.181 -6.090 -1.929
12 H -0.300 1.996 -0.439
13 N -0.052 1.724 0.510
14 H 1.208 3.359 0.739

Values from the calculation:
Calculated total energy ... -6782.9390 eV
Net charge ... +1
HOMO-LUMO gap (spin up / spin down) ... 0.205 / 0.085 Eh
HOMO level (spin up / spin down) ... -12.33 / -12.33 eV
⟨S²⟩ ... 0.75
Multiplicity ... 2
LUMO energy (spin up / spin down) ... -6.7 / -10.0 eV



Formula: C4H10N2O
Source: the Open Molecules 2025 dataset
Level of theory: wB97M-V/def2-TZVPD

Positions of all 17 atoms, in Å:
1 C 0.989 0.220 0.210
2 H 1.720 0.600 2.172
3 H 1.557 -1.569 -0.924
4 H 0.239 1.613 1.689
5 C 1.248 -1.292 0.077
6 C -1.283 0.067 -0.759
7 H -3.214 0.463 -1.014
8 N -0.160 0.707 -0.616
9 H 2.014 -1.490 0.827
10 H -2.417 0.260 -2.470
11 C 0.766 0.664 1.665
12 H 0.089 1.342 -1.365
13 O -1.598 -1.085 -0.460
14 H 1.883 0.730 -0.155
15 N -2.348 0.648 -1.527
16 H 0.360 -1.793 0.466
17 H 0.158 -0.085 2.184

Values from the calculation:
Calculated total energy ... -9329.1298 eV
Net charge ... +1
HOMO-LUMO gap (spin up / spin down) ... 0.436 / 0.266 Eh
HOMO level (spin up / spin down) ... -15.77 / -15.69 eV
⟨S²⟩ ... 0.76
Multiplicity ... 2
LUMO energy (spin up / spin down) ... -3.9 / -8.5 eV



Formula: C16H14ClN3O2
Source: the Open Molecules 2025 dataset
Level of theory: wB97M-V/def2-TZVPD

Positions of all 36 atoms, in Å:
1 H -0.775 5.037 -0.114
2 C 2.399 -0.857 -1.878
3 C 2.369 1.518 1.000
4 Cl -1.573 2.579 -0.864
5 C -0.371 5.134 0.897
6 C 0.000 -1.900 2.003
7 C 1.927 0.826 -0.129
8 H 3.618 -0.272 -0.284
9 H 3.206 -1.558 -2.109
10 C -0.582 -2.505 -0.281
11 H 1.956 3.067 2.412
12 H 0.326 0.685 -1.572
13 N 0.767 -1.432 2.718
14 H -1.241 -3.083 -2.226
15 O 0.557 -1.969 -2.951
16 C -0.042 2.212 -0.146
17 C -2.121 -2.996 1.535
18 N 0.638 -1.961 -0.665
19 H 0.635 5.565 0.840
20 C -2.686 -3.576 -0.719
21 H -2.353 -2.961 2.589
22 C -3.007 -3.547 0.631
23 C 0.709 1.191 -0.701
24 C -1.486 -3.063 -1.177
25 C -0.909 -2.473 1.089
26 N 2.659 -0.254 -0.595
27 O -0.350 3.896 1.581
28 C 1.617 2.540 1.535
29 H -1.014 5.787 1.483
30 C 1.087 -1.657 -1.911
31 H 1.211 -1.603 0.095
32 C 0.396 2.909 0.978
33 H 2.352 -0.125 -2.696
34 H 3.306 1.240 1.460
35 H -3.380 -4.004 -1.426
36 H -3.946 -3.951 0.975

Values from the calculation:
Calculated total energy ... -37907.0906 eV
HOMO-LUMO gap ... 0.314 Eh
HOMO level ... -8.21 eV
LUMO energy ... 0.3 eV
SMILES string ... COc1ccc(NCC(=O)Nc2ccccc2C#N)cc1Cl



Formula: C46H38Br2FI2N5O2SiY
Source: the Open Molecules 2025 dataset
Level of theory: wB97M-V/def2-TZVPD

Positions of all 98 atoms, in Å:
1 C 18.746 16.350 12.758
2 H 17.553 6.846 9.608
3 C 9.638 11.374 10.266
4 C 20.322 15.460 11.163
5 C 16.056 9.670 10.639
6 C 18.343 12.787 12.835
7 H 14.858 8.026 14.538
8 H 13.718 13.353 14.244
9 C 17.314 7.571 11.687
10 H 14.689 8.771 16.115
11 C 13.371 15.555 12.573
12 C 19.671 12.585 13.260
13 H 13.853 13.171 8.778
14 C 20.476 11.811 12.380
15 C 15.128 17.441 11.634
16 Si 15.637 10.469 14.553
17 Y 15.168 12.770 11.580
18 C 11.388 11.793 12.428
19 H 11.924 14.791 13.973
20 C 14.936 11.937 15.602
21 C 14.854 13.799 7.059
22 H 9.016 11.353 9.390
23 H 9.626 11.987 13.585
24 N 17.935 15.296 10.768
25 C 20.521 14.778 9.930
26 H 17.753 6.696 12.133
27 C 21.159 16.609 13.103
28 C 11.937 11.665 11.143
29 C 17.433 10.248 15.149
30 H 18.031 9.888 14.304
31 Br 16.877 15.218 15.990
32 Br 21.978 12.901 14.942
33 H 15.657 15.785 10.299
34 H 17.464 9.497 15.920
35 C 12.369 12.039 13.536
36 H 16.129 14.406 5.450
37 C 16.014 14.347 6.541
38 I 11.746 10.874 8.251
39 C 16.887 8.561 12.548
40 C 17.156 7.622 10.297
41 N 17.820 12.279 11.665
42 C 19.315 13.871 15.268
43 H 19.641 13.919 8.200
44 I 7.049 11.690 11.798
45 H 17.976 15.037 6.889
46 H 17.701 16.517 13.065
47 H 17.832 11.221 15.490
48 C 10.007 11.776 12.592
49 H 15.266 12.896 15.227
50 C 16.994 14.315 8.751
51 C 19.900 11.275 11.248
52 C 17.394 13.531 13.708
53 H 19.676 14.334 16.212
54 C 14.239 17.802 12.635
55 C 14.786 13.566 8.424
56 C 17.104 14.602 7.355
57 C 19.798 16.846 13.483
58 C 17.927 14.020 14.903
59 H 16.374 8.885 8.714
60 C 18.968 15.695 11.554
61 H 20.516 10.750 10.504
62 H 16.921 8.378 13.614
63 C 12.457 14.446 13.058
64 C 11.024 11.353 10.127
65 H 13.882 11.859 15.803
66 H 14.269 18.799 13.049
67 C 15.076 16.159 11.101
68 C 16.482 8.742 9.757
69 N 15.634 10.667 12.835
70 C 21.382 15.884 11.982
71 H 15.869 18.123 11.256
72 H 13.028 11.178 13.639
73 H 15.323 11.841 16.607
74 C 13.378 16.844 13.124
75 H 13.555 9.160 14.803
76 C 19.444 14.400 9.157
77 H 11.892 12.135 14.526
78 H 12.705 16.991 13.986
79 F 15.597 10.785 10.049
80 N 14.230 15.236 11.594
81 H 21.920 16.910 13.767
82 C 16.203 9.701 12.066
83 C 20.150 13.167 14.472
84 H 18.221 11.165 9.964
85 C 18.132 14.698 9.606
86 H 14.011 13.621 6.385
87 C 15.849 13.736 9.336
88 H 21.523 11.690 12.583
89 H 22.367 15.591 11.664
90 O 16.157 13.690 13.420
91 H 19.613 17.398 14.404
92 C 9.119 11.635 11.524
93 C 14.629 8.969 15.032
94 H 11.736 14.214 12.277
95 N 13.275 13.193 13.318
96 H 21.545 14.595 9.608
97 C 18.599 11.580 10.892
98 O 13.209 11.788 10.892

Values from the calculation:
Calculated total energy ... -227797.6300 eV
Net charge ... -1
HOMO-LUMO gap ... 0.243 Eh
HOMO level ... -4.53 eV
LUMO energy ... 2.1 eV